# 1
{"formula": "C4H15NO3", "method": "ωB97M-V/def2-TZVPD", "species": ["C", "N", "C", "C", "C", "O", "H", "H", "H", "H", "H", "H", "H", "H", "H", "H", "H", "H", "H", "O", "H", "H", "O"], "coordinates": [[0.568, -2.562, 0.970], [-0.287, -1.388, 1.055], [0.134, -0.300, 1.945], [1.021, 0.653, 1.134], [0.357, 1.518, 0.056], [-1.079, 1.635, 0.306], [0.067, -3.245, 0.271], [1.509, -2.345, 0.480], [0.615, -3.123, 1.913], [-1.180, -1.778, 1.295], [-0.763, 0.272, 2.246], [0.597, -0.633, 2.890], [1.625, 1.262, 1.825], [1.952, 0.236, 0.740], [0.467, 1.202, -0.970], [0.568, 2.598, 0.154], [-1.299, 1.666, 1.239], [-0.367, 0.594, -2.917], [-1.531, 1.455, -2.087], [-0.883, 1.411, -2.801], [0.133, -0.905, -1.095], [0.227, -1.563, -2.536], [0.342, -0.751, -2.036]], "atomic_forces_ev_per_a": [[-0.7, -0.5, -0.5], [0.0, -0.2, -0.2], [-0.2, 0.2, -0.8], [2.0, 0.7, 0.8], [-1.8, 1.5, 1.7], [-0.5, -0.7, -1.0], [0.1, 0.0, 0.1], [0.5, 0.1, 0.5], [0.7, 0.2, 0.0], [-0.6, 0.5, 0.2], [0.3, -0.5, 0.0], [0.2, 0.0, -0.4], [-1.0, 0.6, 0.4], [-0.5, -1.1, -0.6], [0.1, -0.1, 0.1], [1.3, -0.6, -0.3], [0.4, 0.2, 0.0], [-1.0, 0.3, 1.1], [0.6, -0.9, -0.1], [-0.1, 1.3, -1.2], [-0.2, -0.2, -0.2], [0.0, -0.2, 0.3], [0.5, -0.4, 0.1]], "relative_energy_kj_mol": 166.5, "smiles": "CNCCCO.O.O", "e_lumo_ha": 0.02395, "gap_ev": 10.144}

***

# 2
{"formula": "C4H4O", "method": "ωB97M-V/def2-TZVPD", "species": ["C", "C", "C", "C", "O", "H", "H", "H", "H"], "coordinates": [[-1.589, 0.123, -0.036], [-0.326, -0.578, -0.071], [0.814, -0.295, -0.411], [2.083, -0.013, 0.039], [3.039, 0.663, -0.271], [-1.312, 1.177, -0.166], [-2.104, -0.016, 0.909], [-2.204, -0.202, -0.867], [1.598, -0.858, 0.874]], "atomic_forces_ev_per_a": [[-0.8, 0.0, 0.0], [0.1, 1.4, -0.5], [-1.3, 0.1, -1.8], [0.2, -1.9, 1.3], [-1.1, -0.9, 0.9], [-0.5, -0.2, 0.0], [-0.3, -0.1, 0.0], [-0.4, 0.1, -0.1], [4.1, 1.5, 0.2]], "relative_energy_kj_mol": 409.7, "smiles": "CC#CC=O", "e_lumo_ha": -0.01369, "gap_ev": 8.584}

***

# 3
{"formula": "C20H37MnN5PS", "method": "ωB97M-V/def2-TZVPD", "species": ["Mn", "C", "C", "N", "N", "C", "N", "S", "C", "C", "C", "C", "C", "N", "H", "H", "H", "H", "H", "H", "H", "H", "H", "H", "C", "C", "C", "C", "P", "N", "C", "C", "C", "C", "C", "C", "C", "C", "H", "H", "H", "H", "H", "H", "H", "H", "H", "H", "H", "H", "H", "H", "H", "H", "H", "H", "H", "H", "H", "H", "H", "H", "H", "H", "H"], "coordinates": [[0.023, 0.223, -0.303], [-0.120, 0.427, 4.012], [-0.043, 0.628, 2.539], [-0.192, -0.272, 1.633], [-0.462, -1.576, 1.974], [-0.662, -2.463, 0.973], [-0.891, -3.717, 1.307], [-0.623, -1.970, -0.661], [0.215, 1.984, 1.989], [0.354, 3.087, 2.792], [0.566, 4.331, 2.195], [0.633, 4.408, 0.821], [0.492, 3.243, 0.076], [0.286, 2.060, 0.639], [-0.300, -0.594, 4.329], [-0.924, 1.044, 4.420], [0.814, 0.756, 4.473], [-0.490, -1.845, 2.944], [-0.919, -4.044, 2.261], [-1.046, -4.396, 0.578], [0.298, 3.002, 3.868], [0.673, 5.218, 2.805], [0.794, 5.350, 0.315], [0.553, 3.245, -1.002], [-1.469, -1.330, -4.104], [-0.052, -0.811, -4.404], [0.948, -1.815, -3.790], [0.151, -0.776, -5.927], [0.139, 0.864, -3.560], [0.319, 0.623, -1.967], [1.709, 1.730, -4.151], [1.543, 2.370, -5.538], [2.153, 2.786, -3.131], [2.848, 0.700, -4.207], [-1.404, 1.929, -3.834], [-1.882, 1.945, -5.297], [-1.111, 3.382, -3.423], [-2.547, 1.439, -2.936], [-1.525, -2.367, -4.442], [-2.243, -0.781, -4.631], [-1.704, -1.316, -3.041], [0.546, -2.824, -3.925], [1.100, -1.657, -2.725], [1.916, -1.789, -4.281], [-0.112, -1.760, -6.326], [1.186, -0.589, -6.202], [-0.475, -0.047, -6.434], [0.870, 3.225, -5.536], [1.196, 1.663, -6.288], [2.521, 2.734, -5.866], [1.506, 3.661, -3.102], [3.149, 3.131, -3.418], [2.231, 2.349, -2.139], [2.744, 0.003, -5.031], [2.944, 0.144, -3.273], [3.782, 1.245, -4.364], [-1.141, 2.385, -5.965], [-2.778, 2.569, -5.354], [-2.154, 0.966, -5.676], [-0.250, 3.813, -3.921], [-0.990, 3.478, -2.341], [-1.977, 3.988, -3.703], [-3.073, 0.580, -3.346], [-3.271, 2.251, -2.834], [-2.203, 1.186, -1.939]], "atomic_forces_ev_per_a": [[-0.1, 0.0, -1.1], [0.0, 0.1, 0.0], [0.0, 0.2, 0.0], [-0.1, -0.3, 0.7], [0.1, 0.1, -0.3], [0.0, 0.2, 0.1], [0.0, -0.2, 0.0], [0.1, 0.1, 0.2], [0.0, -0.2, 0.0], [0.0, 0.2, 0.2], [0.0, 0.0, 0.0], [0.0, 0.0, 0.0], [0.1, 0.0, -0.1], [-0.1, -0.2, 0.2], [0.0, 0.0, 0.0], [0.0, 0.0, 0.0], [0.0, 0.0, 0.0], [0.0, 0.0, 0.1], [0.0, 0.0, 0.0], [0.0, 0.0, 0.0], [0.0, 0.0, 0.0], [0.0, 0.0, 0.0], [0.0, 0.0, 0.0], [0.0, 0.0, 0.0], [0.0, -0.1, -0.1], [0.0, 0.1, 0.0], [-0.1, -0.1, -0.1], [0.0, -0.1, 0.1], [0.0, -0.1, 0.2], [0.0, 0.3, -0.1], [-0.2, -0.1, 0.0], [0.1, 0.0, 0.1], [0.0, 0.1, -0.1], [0.0, 0.0, 0.0], [0.2, 0.0, -0.2], [0.1, 0.1, 0.0], [-0.1, 0.0, 0.1], [-0.2, 0.0, -0.2], [0.0, 0.0, 0.0], [0.0, 0.0, 0.0], [0.0, 0.0, 0.0], [0.0, 0.1, 0.0], [0.0, 0.0, 0.0], [0.0, 0.0, 0.0], [0.0, 0.0, 0.0], [0.0, 0.0, 0.0], [-0.1, 0.0, 0.0], [0.0, 0.0, 0.0], [0.0, 0.0, 0.0], [0.0, 0.0, 0.0], [0.0, 0.0, 0.1], [-0.1, 0.0, 0.0], [0.0, 0.0, 0.1], [0.0, 0.0, 0.0], [0.0, 0.0, 0.0], [0.0, 0.0, 0.0], [0.0, 0.0, 0.0], [0.0, 0.0, 0.0], [0.0, -0.1, 0.0], [0.0, 0.0, -0.1], [0.0, 0.0, -0.1], [0.0, 0.0, 0.1], [0.0, 0.1, 0.0], [0.0, 0.0, 0.0], [0.1, 0.0, 0.3]], "e_lumo_ha": [-0.25817, -0.26687], "multiplicity": 5, "charge": 2, "gap_ev": [7.020, 7.377], "s_squared": 6.0425}